Record 1
18
Properties=species:S:1:pos:R:3:forces:R:3:nbo_charge:R:1 method="wB97M-V/def2-TZVPD" energy_ev=-11374.1382 homo_lumo_gap_ha=0.3555 charge=0 spin_multiplicity=1
C 1.83180 1.24515 -0.04233 0.5 -0.8 2.1 -0.269
C -0.17217 -0.31217 -1.80404 -0.9 -1.4 -4.1 -0.466
C -0.73778 -0.29269 0.71221 1.7 -5.8 -5.2 0.327
C -1.10586 -1.70314 0.95207 -1.6 -3.8 -0.8 -0.670
H 2.10167 2.29170 -0.07071 0.9 0.1 -0.9 0.201
H 2.16379 0.39265 -0.74347 1.2 1.9 1.4 0.209
H 1.92448 1.03041 1.11251 0.2 -0.3 -2.1 0.183
H -0.30630 1.02980 -2.60451 0.1 -4.1 2.6 0.228
H -1.45404 -1.15729 -1.83521 4.2 2.6 -0.2 0.236
H 0.92867 -0.95509 -2.49816 -3.8 1.9 2.2 0.221
H -2.00037 -2.25655 0.40312 1.5 1.8 1.3 0.222
H -0.33179 -2.35800 0.72799 2.1 -1.0 -2.1 0.222
H -0.96959 -2.09146 1.98461 -1.5 1.4 0.1 0.254
H -0.78492 2.02886 0.93028 0.3 -0.2 0.5 0.467
N 0.20064 -0.05318 -0.43702 -4.4 -2.2 1.2 -0.253
N -1.03503 0.27113 1.72364 -0.9 6.1 4.5 -0.121
O 0.47412 1.22818 -0.34194 1.0 3.8 -0.5 -0.408
O -0.72733 1.66170 1.83097 -0.5 0.0 0.1 -0.583

=====

Record 2
21
Properties=species:S:1:pos:R:3:forces:R:3:nbo_charge:R:1 method="wB97M-V/def2-TZVPD" energy_ev=-9969.7042 homo_lumo_gap_ha=0.3966 smiles="[H]/N=C(/C)CC.CC=O" charge=0 spin_multiplicity=1
H -2.19902 -0.37539 -0.55139 0.2 -0.1 0.2 0.324
N -1.36310 -0.96544 -0.47548 1.0 0.3 0.9 -0.659
C -0.61711 -0.58533 0.51426 -1.2 -0.2 -1.5 0.343
C 0.65379 -1.33863 0.79942 -0.1 0.2 -0.2 -0.687
C -1.01392 0.61890 1.34722 -0.2 -0.2 0.1 -0.486
C -0.42339 0.67080 2.74330 0.3 0.4 0.4 -0.612
H 0.45962 -2.08512 1.57456 0.1 0.1 0.0 0.230
H 1.43732 -0.65664 1.13685 0.0 -0.1 0.1 0.230
H 0.99881 -1.85220 -0.10281 -0.2 0.1 0.2 0.242
H -2.10765 0.61989 1.42526 0.1 0.0 -0.2 0.214
H -0.73046 1.51924 0.78999 0.0 -0.1 0.0 0.225
H -0.24712 -0.32215 3.16553 -0.1 0.1 0.0 0.210
H -1.09710 1.21088 3.41657 0.2 -0.1 -0.1 0.216
H 0.52901 1.21190 2.73313 -0.1 -0.2 0.1 0.212
C 0.66602 -0.07185 -3.13300 -0.1 -0.3 0.3 -0.726
C 1.00429 0.84663 -1.99994 1.6 -0.2 0.4 0.448
O 2.04269 0.77824 -1.35211 -1.6 0.1 -0.7 -0.541
H -0.39616 -0.32314 -3.08382 0.1 0.0 -0.1 0.242
H 0.87351 0.43524 -4.07744 0.0 0.0 0.0 0.236
H 1.25324 -0.98990 -3.05958 0.0 0.2 -0.1 0.235
H 0.27674 1.65408 -1.81052 0.0 0.1 0.2 0.104

=====

Record 3
15
Properties=species:S:1:pos:R:3:forces:R:3:nbo_charge:R:1 method="wB97M-V/def2-TZVPD" energy_ev=-7831.4592 homo_lumo_gap_ha=0.3825 smiles="CCNC(C)=O" charge=0 spin_multiplicity=1
C -0.70324 -1.50119 -1.86959 -1.6 -0.1 -1.3 -0.635
C -0.87852 -1.10636 -0.39999 0.6 -0.3 -0.2 -0.220
N -0.47508 0.27745 -0.22903 -1.6 -0.1 -0.5 -0.638
C 0.45294 0.86071 0.56928 0.7 0.0 0.6 0.683
C 0.83613 0.08070 1.82005 -0.4 0.0 -0.1 -0.719
O 0.90829 1.95716 0.30794 -0.3 0.1 0.3 -0.599
H -0.67340 -2.57448 -2.06410 0.7 -0.1 0.4 0.217
H 0.01962 -0.93778 -2.45770 0.7 -0.3 0.6 0.228
H -1.60295 -1.27695 -2.47544 -0.1 0.3 0.6 0.204
H -1.91367 -1.27634 -0.10570 -0.1 0.2 0.1 0.191
H -0.28974 -1.77441 0.22602 0.2 0.2 0.1 0.202
H -1.13999 0.90528 -0.66676 0.7 0.2 -0.2 0.397
H 1.40547 0.69210 2.51209 0.2 0.1 -0.3 0.242
H -0.08508 -0.20492 2.33437 0.0 -0.1 -0.1 0.220
H 1.37139 -0.83389 1.57148 0.1 0.0 0.1 0.226

=====

Record 4
144
Properties=species:S:1:pos:R:3:forces:R:3:lowdin_charge:R:1 method="wB97M-V/def2-TZVPD" energy_ev=-78944.1449 homo_lumo_gap_ha=0.2473 charge=0 spin_multiplicity=1
C -20.17065 -23.50557 13.63515 0.2 -1.3 -1.2 -0.082
C -19.34133 -24.56060 14.28842 0.7 0.7 -0.6 -0.317
O -18.26133 -24.99836 13.45128 -0.1 0.1 0.0 -0.049
H -19.61326 -22.61049 13.35905 0.1 0.4 0.6 0.082
H -21.04242 -23.31090 14.25982 1.1 -0.5 -1.3 0.009
H -20.46250 -23.87587 12.65241 -0.5 -0.1 0.0 0.102
H -19.89489 -25.44938 14.59136 -0.4 0.9 -2.1 0.084
H -18.88491 -24.15260 15.19025 -0.8 -0.4 -0.7 0.073
H -17.96420 -25.76846 13.94146 0.6 -0.4 -0.3 0.075
C -15.23807 -26.55216 18.01618 1.3 -0.5 0.0 -0.032
C -14.91888 -26.36378 19.53463 -0.5 -0.7 -1.3 -0.298
O -13.86268 -25.52140 19.85028 1.3 -0.8 -0.9 -0.060
H -15.59104 -25.62601 17.56257 0.6 -1.2 0.7 0.028
H -15.99603 -27.31390 17.83355 1.1 0.1 1.2 0.051
H -14.44147 -26.91036 17.36409 0.7 0.3 0.3 0.096
H -14.75501 -27.35569 19.95579 0.4 0.0 0.1 0.117
H -15.87148 -26.00838 19.92749 1.7 0.6 0.1 0.056
H -14.23681 -24.65013 19.70023 0.6 -0.6 0.4 0.007
C -19.25264 -21.76224 21.73743 1.5 -2.7 0.9 -0.066
C -17.79489 -22.23345 21.59939 1.4 -0.5 0.5 -0.268
O -17.58693 -23.40493 20.89203 -5.3 -1.3 -0.4 -0.089
H -19.78644 -22.52815 22.30005 0.0 -0.1 0.2 0.108
H -19.70695 -21.73166 20.74709 0.3 0.0 1.7 0.027
H -19.30355 -20.80188 22.25047 0.4 -1.4 0.6 0.049
H -17.32804 -22.46916 22.55572 -0.2 0.8 0.8 0.126
H -17.13656 -21.53521 21.08250 -1.7 0.2 1.4 0.061
H -16.70260 -23.60421 20.57606 1.1 -0.3 1.2 -0.047
C -22.47404 -21.96759 14.56115 -1.1 2.1 0.4 -0.081
C -22.85371 -21.03102 13.36941 1.0 -1.1 0.2 -0.266
O -21.84482 -21.22762 12.40978 0.5 0.1 -1.5 -0.077
H -21.43397 -21.79392 14.83718 -0.9 1.1 -1.1 0.023
H -22.48031 -23.05412 14.47443 -1.3 0.4 -0.6 0.102
H -22.98627 -21.67207 15.47678 -0.3 -0.5 -0.5 0.043
H -22.86893 -19.96752 13.60778 0.0 0.1 0.8 0.103
H -23.80644 -21.17459 12.85973 0.2 -0.6 0.0 0.106
H -21.09343 -20.65884 12.59280 -0.1 -0.1 0.1 0.070
C -14.71503 -21.27496 15.12146 -1.0 -1.4 2.5 -0.727
O -13.75050 -21.18176 15.85041 0.6 0.5 2.2 0.035
N -14.66429 -20.92476 13.91922 1.5 2.9 -7.4 0.209
N -15.85076 -21.90797 15.36891 0.2 2.4 -0.8 0.122
H -13.73319 -20.84312 13.53647 -0.2 0.5 -0.2 0.143
H -15.44096 -20.64042 13.33954 0.3 -0.4 0.2 0.128
H -16.59470 -21.93523 14.68634 1.3 -1.0 0.3 0.130
H -16.06040 -22.20796 16.31027 -0.4 5.0 -0.8 0.039
C -16.48819 -20.22099 18.73166 1.6 5.1 3.1 -0.687
O -16.61402 -21.07436 17.94798 -4.1 8.9 -12.0 0.108
N -16.16825 -20.32926 19.96774 3.4 -0.2 3.8 0.231
N -17.06331 -19.08920 18.55842 2.2 6.6 -2.4 0.205
H -16.07462 -19.46838 20.48757 0.0 -0.5 0.2 0.155
H -16.12282 -21.21463 20.45163 0.9 0.6 -0.6 0.087
H -17.06205 -18.44332 19.33491 -0.5 0.3 -0.7 0.152
H -17.51862 -18.90314 17.67629 0.1 0.5 0.3 0.146
C -13.40951 -24.35585 15.62339 2.0 -0.7 -0.7 -0.753
O -13.21769 -25.41994 15.09992 -0.2 -2.3 -0.8 0.065
N -12.46074 -23.46239 15.76964 5.5 2.5 -0.4 0.161
N -14.48740 -23.93274 16.17757 -0.2 -0.1 1.3 0.121
H -11.52720 -23.70499 15.47007 -0.3 -0.6 -0.1 0.112
H -12.52664 -22.45472 15.75095 -0.8 -0.4 0.4 0.060
H -14.49645 -22.94234 16.37533 0.7 -1.0 0.4 0.082
H -15.32848 -24.47372 16.03612 3.9 -0.3 -0.4 0.018
C -18.79771 -19.89605 15.78734 1.0 0.1 -2.3 -0.690
O -19.38616 -19.60819 16.77822 -3.1 4.2 -2.7 0.033
N -18.88926 -19.22725 14.66113 -2.0 2.9 -2.4 0.212
N -17.91069 -20.81480 15.74017 1.2 -0.7 -3.2 0.198
H -18.44687 -19.40447 13.77063 -0.1 -0.1 0.4 0.121
H -19.66488 -18.58096 14.68957 0.2 0.2 -0.5 0.129
H -17.80005 -21.44444 16.52209 1.0 1.1 -3.4 0.005
H -17.69548 -21.05637 14.78340 -0.4 0.1 0.8 0.113
C -15.09893 -22.93653 19.69774 -4.8 -2.6 0.0 -0.670
O -15.32909 -23.80355 20.57663 1.6 0.9 1.0 0.021
N -13.97566 -22.36685 19.55509 4.6 2.2 0.3 0.252
N -16.10361 -22.58492 18.90210 4.7 -10.3 6.0 0.154
H -13.33634 -22.49369 20.32663 0.3 0.1 -0.4 0.151
H -13.76139 -21.73008 18.80097 0.1 -0.2 0.1 0.133
H -16.87480 -23.23646 18.93122 1.5 0.2 0.7 0.090
H -16.06549 -21.79296 18.27644 3.6 -4.2 0.1 -0.220
C -20.79628 -22.38536 16.57767 -0.2 -2.0 0.1 -0.113
C -19.99935 -22.93103 17.71625 1.7 1.2 1.1 -0.247
C -18.41738 -22.82604 17.45888 -1.6 -1.3 1.5 -0.105
O -17.95689 -23.70679 16.45490 -0.4 2.0 0.2 -0.173
C -16.59105 -23.99573 16.41648 -3.9 0.1 1.8 -0.176
N -20.39862 -22.16852 18.94449 -1.3 -3.2 -0.2 0.034
H -20.55019 -22.72569 15.57182 1.8 0.9 1.1 0.038
H -20.99194 -21.33722 16.80396 0.2 0.0 -1.0 0.091
H -21.74012 -22.93055 16.57204 0.2 0.3 0.2 0.067
H -20.23501 -23.96707 17.95953 0.3 0.1 -0.4 0.107
H -17.89718 -23.02546 18.39576 -2.2 -0.1 -0.9 0.098
H -18.09418 -21.80650 17.24865 -2.4 -3.3 4.0 0.041
H -16.36039 -24.55132 15.50750 -2.1 0.0 -0.8 0.161
H -16.20477 -24.59681 17.23963 -1.5 0.9 0.1 0.083
H -16.02736 -23.06423 16.36495 -1.9 -6.9 1.5 0.001
H -20.33202 -21.16521 18.84948 -0.6 -1.7 -0.8 -0.006
H -19.61900 -22.23819 19.58282 -0.1 -1.2 -0.8 0.029
C -25.57261 -20.89136 14.87863 0.1 0.5 -0.1 -0.057
C -25.38259 -19.93430 16.08657 1.2 -2.1 -1.6 -0.375
C -24.28465 -20.54041 17.00010 -0.2 -0.3 1.5 -0.189
O -24.42641 -21.93896 17.38573 -0.6 0.8 -1.8 -0.179
C -23.28073 -22.45993 18.02878 -0.7 1.0 2.0 -0.132
N -24.97612 -18.65020 15.50074 -0.5 0.3 0.8 0.043
H -24.69082 -20.83476 14.24039 -0.5 0.1 0.6 0.003
H -26.38143 -20.54626 14.23457 -0.3 -0.1 0.2 0.083
H -25.67497 -21.94558 15.13599 -0.3 0.2 0.2 0.089
H -26.31399 -19.90534 16.65205 0.0 0.5 0.0 0.136
H -24.36007 -19.94214 17.90812 0.3 0.1 0.5 0.120
H -23.27240 -20.40237 16.62009 -0.1 0.3 -0.3 0.093
H -22.34930 -21.95356 17.77554 -1.2 -0.2 0.5 0.014
H -23.18112 -23.54384 17.97145 -0.2 0.0 -0.8 0.104
H -23.46078 -22.31688 19.09426 0.3 0.2 0.4 0.092
H -24.59967 -17.98879 16.16476 -0.2 0.0 0.3 0.066
H -24.29791 -18.70672 14.75446 -0.1 -0.5 0.0 0.049
C -20.00650 -26.22456 16.65405 -2.0 0.7 -0.8 -0.061
C -18.69163 -26.19930 17.28856 2.2 -0.6 2.4 -0.402
C -18.62619 -26.16841 18.87390 -3.0 0.3 -1.0 -0.156
O -17.40198 -26.52656 19.40316 -1.0 -0.2 0.1 -0.238
C -17.37675 -27.15155 20.66242 -0.2 -0.4 1.6 -0.091
N -17.88592 -27.27710 16.74099 0.2 -0.3 -0.3 0.066
H -20.77357 -25.48655 16.88869 -0.1 0.0 1.3 0.082
H -20.49942 -27.19642 16.62893 0.2 -0.1 0.0 0.102
H -19.88257 -25.79292 15.66087 0.2 -2.0 1.6 0.010
H -18.12770 -25.30895 17.01041 -1.0 -1.0 0.2 0.087
H -19.47641 -26.66337 19.34317 0.1 -1.4 -0.1 0.126
H -19.03620 -25.18336 19.09677 1.1 1.0 0.6 0.103
H -17.63392 -28.21044 20.68887 -0.7 -0.1 -0.6 0.100
H -17.91527 -26.61219 21.44165 -0.6 0.1 -0.3 0.103
H -16.37511 -27.18503 21.09101 0.0 0.3 -0.5 0.080
H -18.07748 -28.15428 17.20356 -0.7 -0.4 -0.1 0.084
H -16.97179 -27.09308 17.12906 -0.5 0.1 -1.0 -0.010
C -21.01980 -19.33223 18.64082 -1.4 2.3 0.0 -0.042
C -19.59818 -19.33879 19.13121 -1.2 0.6 3.5 -0.351
C -19.54076 -19.44641 20.73027 -0.6 0.6 -1.8 -0.193
O -19.99144 -18.36215 21.48470 -0.1 1.5 -1.0 -0.138
C -19.47829 -18.29699 22.76221 -0.2 -0.2 1.6 -0.139
N -18.90854 -20.46331 18.67520 2.7 -0.8 3.6 -0.038
H -21.51951 -18.50538 19.14551 -0.2 0.0 0.4 0.096
H -21.63712 -20.21769 18.79244 0.1 0.3 0.0 0.076
H -21.02304 -18.99293 17.60498 -0.5 -0.5 0.2 0.080
H -19.12593 -18.38998 18.87659 -0.2 0.6 -0.2 0.131
H -18.48296 -19.63041 20.91820 0.3 0.0 0.3 0.103
H -20.06512 -20.32262 21.11159 -0.5 1.8 -1.6 0.072
H -18.39665 -18.21960 22.87250 0.4 0.4 -0.6 0.087
H -19.68513 -19.16755 23.38467 -0.4 -0.5 -0.1 0.082
H -19.94577 -17.48410 23.31787 0.1 0.3 -0.4 0.094
H -19.03457 -20.41118 17.67445 0.1 -1.1 1.4 -0.051
H -17.92061 -20.32047 18.82918 -5.2 -1.1 0.9 0.015